1.
Formula: C32H24I2IrN6O4S
Source: the Open Molecules 2025 dataset
Level of theory: wB97M-V/def2-TZVPD

Computed properties:
ΔE to the lowest compared entry with this formula, charge and spin, kcal per mole: 46.07
E_HOMO (alpha / beta), eV: -12.66 / -12.65
HOMO-LUMO gap (alpha / beta), eV: 6.05 / 4.27
LUMO energy (alpha / beta), eV: -6.61 / -8.38
Molecular weight, u: 1034.67
E, Ha: -2960.7195

```
! wB97M-V def2-TZVPD RIJCOSX def2/J DEFGRID3
* xyz 2 2
Ir -0.125 0.919 -0.414
I -1.528 -4.331 -5.457
C -1.272 -2.565 -4.393
C -0.603 -1.496 -4.971
C -0.417 -0.321 -4.256
I 0.584 1.279 -5.122
C -0.895 -0.209 -2.955
O -0.713 0.954 -2.274
C -1.595 -1.278 -2.388
C -2.174 -1.120 -1.018
N -1.089 -0.834 -0.025
C -1.578 -0.824 1.374
C -0.519 -0.234 2.252
C -0.340 -0.607 3.568
C 0.632 0.037 4.322
C 1.391 1.033 3.730
C 1.175 1.342 2.401
N 0.238 0.720 1.673
C -1.774 -2.451 -3.103
H -0.220 -1.576 -5.979
H -2.695 -2.022 -0.696
H -2.871 -0.280 -0.964
H -0.376 -1.561 -0.144
H -1.864 -1.829 1.684
H -2.470 -0.192 1.394
H -0.952 -1.389 3.995
H 0.794 -0.238 5.355
H 2.156 1.562 4.279
H 1.756 2.098 1.895
H -2.319 -3.275 -2.660
O 3.731 -0.914 -0.518
S 2.730 -0.148 -1.164
O 1.454 -0.797 -1.497
N 2.121 1.121 -0.299
C 1.949 2.172 -1.139
O 0.898 2.831 -0.950
C 2.862 2.160 -2.291
C 3.192 3.165 -3.180
C 4.042 2.839 -4.231
C 4.526 1.545 -4.395
C 4.184 0.524 -3.510
C 3.350 0.864 -2.471
H 2.811 4.169 -3.053
H 4.335 3.606 -4.935
H 5.184 1.326 -5.225
H 4.558 -0.483 -3.635
N -4.519 6.269 1.565
C -5.558 7.124 1.288
C -6.106 8.197 1.991
C -7.167 8.835 1.392
C -7.675 8.431 0.137
C -7.134 7.376 -0.552
C -6.050 6.710 0.038
N -5.325 5.641 -0.422
C -4.427 5.406 0.503
C -3.463 4.334 0.375
C -2.509 4.007 1.343
C -1.635 2.972 1.129
N -1.650 2.229 0.003
C -2.566 2.540 -0.947
C -3.469 3.557 -0.788
H -3.935 6.305 2.382
H -5.725 8.514 2.952
H -7.629 9.674 1.895
H -8.512 8.973 -0.282
H -7.516 7.060 -1.513
H -2.427 4.549 2.275
H -0.897 2.731 1.875
H -2.548 1.952 -1.849
H -4.187 3.768 -1.567
*
```

Mulliken atomic charge list, values in e, 5 entries: atom 1 (Ir): 2.716, atom 2 (I): 0.177, atom 3 (C): -0.477, atom 4 (C): -0.250, atom 5 (C): -0.200

---

2.
Formula: C32H25AsAuN2O2S2
Source: the Open Molecules 2025 dataset
Level of theory: wB97M-V/def2-TZVPD

Computed properties:
ΔE to the lowest compared entry with this formula, charge and spin, kcal per mole: 0.00
E_HOMO (alpha / beta), eV: -10.18 / -10.80
HOMO-LUMO gap (alpha / beta), eV: 7.76 / 5.74
LUMO energy (alpha / beta), eV: -2.43 / -5.06
Molecular weight, u: 805.59
E, Ha: -4661.9157

```
! wB97M-V def2-TZVPD RIJCOSX def2/J DEFGRID3
* xyz 1 3
Au 0.379 0.741 -1.711
S -1.679 4.657 -2.479
C -0.357 5.014 -1.455
C 0.387 3.911 -1.154
C -0.130 2.743 -1.774
C -1.246 2.991 -2.526
C -1.947 1.936 -3.250
C -3.108 2.097 -3.996
C -3.664 0.997 -4.624
C -3.064 -0.250 -4.498
C -1.914 -0.344 -3.741
N -1.379 0.721 -3.142
H -0.199 6.032 -1.129
H 1.264 3.931 -0.518
H -3.559 3.078 -4.080
H -4.566 1.108 -5.214
H -3.472 -1.126 -4.982
H -1.388 -1.283 -3.603
O 0.655 -1.525 -1.520
N 1.922 -1.915 -1.626
C 2.258 -3.094 -1.060
C 3.544 -3.562 -1.097
C 4.528 -2.789 -1.708
C 4.174 -1.583 -2.270
C 2.845 -1.152 -2.263
S 2.360 0.258 -3.139
H 1.440 -3.611 -0.583
H 3.772 -4.512 -0.634
H 5.558 -3.121 -1.730
H 4.905 -0.942 -2.744
O 1.570 0.567 0.219
As 0.429 -0.011 1.320
C -1.347 -0.188 0.602
C -1.829 -1.411 0.135
C -3.101 -1.476 -0.415
C -3.879 -0.328 -0.511
C -3.394 0.893 -0.058
C -2.130 0.967 0.506
C 1.007 -1.670 2.062
C 0.116 -2.523 2.708
C 0.594 -3.684 3.297
C 1.951 -3.981 3.246
C 2.835 -3.120 2.608
C 2.365 -1.961 2.009
C 0.323 1.278 2.734
C 1.429 2.109 2.902
C 1.428 3.047 3.925
C 0.326 3.157 4.764
C -0.775 2.329 4.590
C -0.780 1.385 3.575
H -1.203 -2.291 0.168
H -3.481 -2.421 -0.781
H -4.869 -0.385 -0.948
H -3.998 1.787 -0.147
H -1.740 1.918 0.842
H -0.938 -2.284 2.759
H -0.090 -4.354 3.803
H 2.320 -4.886 3.712
H 3.893 -3.351 2.578
H 3.040 -1.285 1.500
H 2.270 2.026 2.228
H 2.284 3.695 4.063
H 0.323 3.895 5.557
H -1.629 2.416 5.250
H -1.637 0.735 3.448
*
```

Mulliken atomic charge list, values in e, 5 entries: atom 1 (Au): 1.532, atom 2 (S): -0.208, atom 3 (C): -0.372, atom 4 (C): -0.813, atom 5 (C): -0.322

---

3.
Formula: C32H25CaCl3N7O5S
Source: the Open Molecules 2025 dataset
Level of theory: wB97M-V/def2-TZVPD

Computed properties:
ΔE to the lowest compared entry with this formula, charge and spin, kcal per mole: 569.71
E_HOMO (alpha / beta), eV: -4.14 / -4.28
HOMO-LUMO gap (alpha / beta), eV: 5.23 / 5.34
LUMO energy (alpha / beta), eV: 1.08 / 1.06
Molecular weight, u: 766.10
E, Ha: -4449.7464

```
! wB97M-V def2-TZVPD RIJCOSX def2/J DEFGRID3
* xyz -1 1
Ca 0.157 0.312 0.235
O -3.292 1.234 -2.578
C -2.509 0.856 -1.697
N -1.186 0.630 -1.833
C -0.738 0.959 -3.290
C 0.692 1.497 -3.757
C 1.301 1.201 -4.914
C 2.610 1.766 -5.191
C 3.396 2.260 -4.223
C 2.988 2.194 -2.805
N 1.385 2.297 -2.707
C -3.094 0.445 -0.364
C -3.453 -0.889 -0.177
C -4.010 -1.274 1.026
C -4.203 -0.309 2.004
C -3.855 0.998 1.710
N -3.318 1.384 0.552
H -1.439 1.720 -3.641
H -0.902 0.064 -3.893
H 0.789 0.609 -5.660
H 2.939 1.821 -6.221
H 4.342 2.734 -4.451
H 3.377 2.893 -2.079
H -3.297 -1.599 -0.980
H -4.280 -2.306 1.208
H -4.616 -0.561 2.971
H -4.004 1.780 2.448
O -1.287 -3.153 3.212
C -0.532 -2.524 4.137
C -0.279 -3.196 5.331
C 0.534 -2.625 6.289
C 1.108 -1.374 6.078
C 0.817 -0.686 4.916
C -0.022 -1.231 3.947
C -0.392 -0.463 2.731
O -0.797 -1.097 1.687
N -0.367 0.869 2.914
N -0.514 1.751 1.815
C -1.036 2.899 1.929
C -1.126 3.808 0.781
C -2.071 4.827 0.811
C -2.226 5.621 -0.311
C -1.417 5.376 -1.406
C -0.475 4.359 -1.326
N -0.321 3.583 -0.258
H -1.262 -2.593 2.407
H -0.710 -4.179 5.468
H 0.733 -3.164 7.208
H 1.774 -0.944 6.814
H 1.231 0.295 4.731
H -1.492 3.205 2.873
H -2.691 4.961 1.688
H -2.967 6.409 -0.330
H -1.510 5.955 -2.315
H 0.190 4.149 -2.152
Cl 1.890 -1.101 -1.298
C 2.477 -1.299 0.228
Cl 3.027 0.145 1.195
Cl 5.369 -2.231 -1.447
C 2.524 -2.556 1.021
O 2.877 -3.606 0.264
O 2.247 -2.666 2.187
S 2.075 0.803 -2.182
C 0.841 -2.083 -1.694
N -0.015 -3.072 -1.959
C 0.671 -4.281 -2.231
C 1.962 -4.542 -1.968
C 3.198 -3.866 -1.343
C 3.827 -2.865 -2.249
H -1.000 -3.010 -1.762
H 0.046 -5.059 -2.652
H 2.210 -5.558 -2.255
H 3.923 -4.662 -1.194
H 3.179 -2.045 -2.021
*
```

Mulliken atomic charge list, values in e, 5 entries: atom 1 (Ca): 1.569, atom 2 (O): -0.750, atom 3 (C): -0.084, atom 4 (N): 0.240, atom 5 (C): -1.519

---

4.
Formula: C32H25Cl2N6NaO4S
Source: the Open Molecules 2025 dataset
Level of theory: wB97M-V/def2-TZVPD

Computed properties:
ΔE to the lowest compared entry with this formula, charge and spin, kcal per mole: 0.00
E_HOMO, eV: -2.16
HOMO-LUMO gap, eV: 5.99
LUMO energy, eV: 3.83
Molecular weight, u: 683.55
E, Ha: -3344.9497

```
! wB97M-V def2-TZVPD RIJCOSX def2/J DEFGRID3
* xyz -2 1
Na 0.428 -0.243 0.437
C -2.398 0.627 -1.989
O -1.825 1.115 -0.798
C -1.323 2.371 -0.799
C -1.413 3.263 -1.859
C -0.880 4.544 -1.729
C -0.266 4.939 -0.555
C -0.174 4.043 0.507
C -0.694 2.766 0.395
N -0.528 1.775 1.394
N -0.767 2.200 2.553
C -0.606 1.370 3.639
C 0.030 0.082 3.620
O 0.582 -0.452 2.633
C 0.059 -0.627 4.899
C -0.424 -0.109 6.042
C -1.010 1.198 6.079
C -1.494 1.745 7.278
C -2.059 2.997 7.318
C -2.150 3.730 6.124
C -1.691 3.213 4.938
C -1.098 1.928 4.870
H -3.288 1.207 -2.261
H -1.677 0.652 -2.809
H -2.673 -0.404 -1.784
H -1.882 2.966 -2.785
H -0.937 5.228 -2.568
H 0.168 5.927 -0.469
H 0.335 4.307 1.425
H 0.503 -1.615 4.862
H -0.379 -0.678 6.966
H -1.411 1.151 8.183
H -2.427 3.410 8.249
H -2.594 4.719 6.132
H -1.775 3.787 4.026
O -3.278 -2.625 2.521
C -3.352 -3.719 1.759
C -4.161 -4.778 2.190
C -4.270 -5.929 1.436
C -3.576 -6.053 0.234
C -2.777 -5.007 -0.195
C -2.650 -3.833 0.543
C -1.779 -2.705 0.080
O -1.667 -1.692 0.823
N -1.208 -2.891 -1.111
N -0.417 -1.836 -1.435
C 0.075 -1.840 -2.612
C 0.888 -0.712 -3.075
C 1.548 -0.778 -4.304
C 2.312 0.301 -4.715
C 2.396 1.413 -3.895
C 1.699 1.394 -2.693
N 0.960 0.370 -2.289
H -2.641 -2.011 2.021
H -4.687 -4.659 3.130
H -4.899 -6.739 1.787
H -3.656 -6.958 -0.356
H -2.222 -5.070 -1.121
H -0.118 -2.670 -3.298
H 1.466 -1.673 -4.908
H 2.845 0.266 -5.659
H 3.003 2.271 -4.146
H 1.755 2.241 -2.019
S 4.651 2.564 -0.617
C 3.539 1.443 -0.117
N 2.736 0.668 0.218
Cl 4.061 -3.123 2.677
C 3.113 -2.045 1.613
Cl 2.570 -2.896 0.158
H 3.738 -1.217 1.306
H 2.239 -1.704 2.165
*
```

Mulliken atomic charge list, values in e, 5 entries: atom 1 (Na): 0.894, atom 2 (C): -1.133, atom 3 (O): -0.115, atom 4 (C): 0.769, atom 5 (C): -0.563

---

- Look up the ΔE to the lowest compared entry with this formula, charge and spin of the first one.
  46.07 kcal per mole